1.
Entry from the Open Molecules 2025 dataset: C20H22HgN6OS2Se as an isolated structure (ωB97M-V with the def2-TZVPD basis set).

Summary:
Molecular weight ... 706.1 u
HOMO-LUMO gap (alpha / beta) ... 5.981 / 7.388 eV
Multiplicity ... 2
Lowest unoccupied orbital energy (alpha / beta) ... -3.7 / -3.9 eV
Total charge ... +1

XYZ file:
```
53
Properties=species:S:1:pos:R:3:nbo_charge:R:1
Hg 1.9501 0.6254 0.2963 0.7685
N 4.0793 0.4957 -1.6260 -0.6726
N 4.5042 1.8070 -1.7823 -0.4302
C 3.6558 2.8480 -1.7107 0.3183
N 4.1790 4.0486 -1.9779 -0.7659
S 2.0077 2.7279 -1.3403 -0.2666
H 4.6265 -0.0074 -0.9296 0.4080
H 4.0881 0.0094 -2.5148 0.3743
H 5.4720 1.9822 -2.0153 0.3806
H 5.1323 4.1747 -2.2761 0.4021
H 3.5907 4.8582 -1.8875 0.4306
O -0.5101 0.5635 -0.5102 -1.0635
S -1.7903 0.0317 -1.0862 1.2634
C -2.6490 1.4443 -1.8563 -0.6320
C -2.8531 2.6108 -0.9435 0.0242
C -1.7916 3.4598 -0.6446 -0.2279
C -1.9668 4.5139 0.2384 -0.1909
C -3.2050 4.7330 0.8253 -0.2031
C -4.2711 3.8982 0.5224 -0.2026
C -4.0943 2.8402 -0.3562 -0.2384
C -2.8545 -0.1905 0.3640 -0.6301
C -2.3518 -1.3715 1.1401 -0.0722
C -2.8255 -2.6521 0.8639 -0.2039
C -2.3505 -3.7434 1.5757 -0.2159
C -1.3763 -3.5686 2.5502 -0.2123
C -0.8876 -2.2976 2.8170 -0.2281
C -1.3785 -1.2025 2.1194 -0.1502
H -3.5900 1.0373 -2.2329 0.2411
H -2.0218 1.6897 -2.7147 0.2500
H -0.8301 3.2944 -1.1118 0.2190
H -1.1358 5.1693 0.4637 0.2188
H -3.3418 5.5581 1.5113 0.2227
H -5.2422 4.0739 0.9656 0.2235
H -4.9311 2.1941 -0.5961 0.2114
H -3.8833 -0.3224 0.0252 0.2425
H -2.7724 0.7376 0.9301 0.2576
H -3.5889 -2.7913 0.1074 0.2178
H -2.7512 -4.7302 1.3809 0.2250
H -1.0099 -4.4196 3.1093 0.2244
H -0.1353 -2.1548 3.5815 0.2241
H -1.0045 -0.2087 2.3327 0.2177
Se 5.7224 -3.1233 0.2824 1.0198
N 4.5926 -4.4668 0.4732 -0.5959
C 3.3805 -3.9705 0.3270 0.1239
C 2.1685 -4.7233 0.3845 -0.1499
C 1.0100 -4.0471 0.2107 -0.2554
C 1.0275 -2.6302 -0.0006 0.1262
N 2.1043 -1.9041 -0.0795 -0.5026
C 3.3035 -2.5521 0.0752 0.2468
N 4.4541 -1.9148 0.0041 -0.6829
H 2.2109 -5.7889 0.5619 0.2443
H 0.0514 -4.5419 0.2451 0.2450
H 0.0829 -2.1032 -0.0913 0.2213
```

=====

2.
Entry from the Open Molecules 2025 dataset: one molecule with the formula C20H22N2O3 (ωB97M-V with the def2-TZVPD basis set).

Summary:
SMILES ... CN(C)c1cccc(C(=O)OCC(=O)N2CCc3ccccc3C2)c1
Molecular weight ... 338.4 u
HOMO-LUMO gap ... 8.484 eV
Lowest unoccupied orbital energy ... 0.7 eV

XYZ file:
```
47
Properties=species:S:1:pos:R:3:nbo_charge:R:1
C -6.8859 -0.1278 0.6369 -0.4018
N -5.6450 0.3657 0.0908 -0.4351
C -5.4724 1.7939 -0.0264 -0.4025
C -4.5494 -0.4585 0.0342 0.2596
C -4.6578 -1.8377 0.2780 -0.2728
C -3.5576 -2.6693 0.1967 -0.1950
C -2.3107 -2.1696 -0.1252 -0.2055
C -2.1836 -0.8055 -0.3770 -0.1487
C -0.8496 -0.2717 -0.7112 0.7931
O 0.1887 -0.8831 -0.5845 -0.6172
O -0.8937 0.9759 -1.2046 -0.4864
C 0.3679 1.5710 -1.4783 -0.1590
C 1.1124 1.8090 -0.1541 0.6598
O 0.5618 2.4582 0.7169 -0.6289
N 2.3570 1.3142 -0.0161 -0.4203
C 3.0340 1.5229 1.2492 -0.2169
C 3.5266 0.1871 1.7989 -0.4538
C 4.5473 -0.3419 0.8406 0.0714
C 5.7260 -0.9471 1.2484 -0.2318
C 6.6558 -1.3716 0.3162 -0.2078
C 6.4162 -1.1762 -1.0335 -0.2152
C 5.2458 -0.5654 -1.4463 -0.1901
C 4.3038 -0.1476 -0.5161 -0.0615
C 3.0017 0.4407 -0.9844 -0.2515
C -3.2825 0.0391 -0.2962 -0.2560
H -6.7628 -0.5082 1.6576 0.1878
H -7.2890 -0.9288 0.0118 0.1961
H -7.6168 0.6768 0.6592 0.2079
H -5.0236 2.0436 -0.9901 0.2001
H -6.4439 2.2799 0.0251 0.2061
H -4.8388 2.2002 0.7703 0.1905
H -5.6094 -2.2719 0.5368 0.2118
H -3.6802 -3.7244 0.3934 0.2139
H -1.4417 -2.8044 -0.1867 0.2304
H 0.1337 2.5423 -1.9195 0.2204
H 0.9183 0.9523 -2.1883 0.1972
H 3.8864 2.1968 1.0983 0.1905
H 2.3183 1.9976 1.9225 0.2522
H 2.6802 -0.5014 1.8703 0.2264
H 3.9521 0.3172 2.7943 0.2183
H 5.9119 -1.0876 2.3035 0.2095
H 7.5690 -1.8473 0.6414 0.2128
H 7.1422 -1.4979 -1.7653 0.2130
H 5.0595 -0.4142 -2.5002 0.2073
H 3.1771 0.9887 -1.9190 0.1990
H 2.3247 -0.4007 -1.1890 0.2491
H -3.1240 1.0870 -0.4791 0.2334
```

=====

3.
Entry from the Open Molecules 2025 dataset: one molecule with the formula C20H22N2O3 in a non-equilibrium geometry (ωB97M-V with the def2-TZVPD basis set).

Summary:
SMILES ... COc1ccc(C(=O)N(CN2CCCC2=O)c2ccc(C)cc2)cc1
Molecular weight ... 338.4 u
HOMO-LUMO gap ... 8.861 eV
Lowest unoccupied orbital energy ... 0.6 eV

XYZ file:
```
47
Properties=species:S:1:pos:R:3:nbo_charge:R:1
C 6.5766 2.5584 -0.9857 -0.2459
O 5.1470 2.7100 -1.4583 -0.5203
C 4.1646 1.8392 -0.9906 0.3271
C 3.0330 1.7179 -1.8372 -0.2664
C 2.0462 0.8123 -1.4526 -0.1410
C 2.1263 0.0226 -0.2861 -0.2054
C 1.0679 -0.9432 0.2901 0.7003
O 1.4362 -1.8122 1.0880 -0.6003
N -0.1944 -0.9810 -0.2137 -0.4827
C -0.8939 -2.1851 -0.5591 -0.0223
N -1.9502 -2.6009 0.3554 -0.4492
C -1.6179 -2.8294 1.7757 -0.2321
C -2.6107 -3.9911 2.0729 -0.3939
C -3.6611 -3.9834 1.0430 -0.5155
C -2.9022 -3.5018 -0.0814 0.6838
O -2.8465 -3.8853 -1.2338 -0.6038
C -0.9437 0.2882 -0.3008 0.1393
C -2.1055 0.4668 -1.1101 -0.2467
C -2.8530 1.6038 -1.1033 -0.1991
C -2.6421 2.6697 -0.1237 -0.0098
C -3.4680 3.9619 -0.1303 -0.6368
C -1.4996 2.5465 0.6930 -0.2333
C -0.6996 1.3752 0.6554 -0.1827
C 3.2435 0.1355 0.4919 -0.1217
C 4.3618 1.0006 0.1193 -0.3200
H 7.1194 3.2726 -1.5084 0.1977
H 6.9260 1.5420 -1.2413 0.1900
H 6.6901 2.7950 0.0631 0.1815
H 2.8812 2.3289 -2.6588 0.2293
H 1.1147 0.6335 -1.9634 0.2191
H -0.1312 -3.0159 -0.6404 0.2118
H -1.3095 -2.0170 -1.5081 0.2171
H -0.5440 -3.0434 1.9680 0.2328
H -1.6946 -1.8813 2.3803 0.1946
H -2.1565 -4.9867 1.9895 0.2090
H -2.8949 -3.9870 3.1714 0.2179
H -4.0770 -4.9532 1.0131 0.2367
H -4.4283 -3.3325 1.3087 0.2309
H -2.4337 -0.2692 -1.8114 0.2202
H -3.6339 1.6660 -1.9299 0.2196
H -4.3589 4.0493 -0.8429 0.2182
H -3.8962 4.1526 0.8294 0.2208
H -2.8369 4.7333 -0.4640 0.2210
H -1.2959 3.3313 1.4209 0.2141
H -0.0116 1.4259 1.4985 0.2206
H 3.3525 -0.5027 1.4373 0.2446
H 5.3046 1.0635 0.7702 0.2311
```

=====

4.
Entry from the Open Molecules 2025 dataset: C20H22N2O4PdS2Sb2Se as an isolated structure in a non-equilibrium geometry (ωB97M-V with the def2-TZVPD basis set).

Summary:
Molecular weight ... 847.4 u
HOMO-LUMO gap (alpha / beta) ... 5.769 / 5.728 eV
Lowest unoccupied orbital energy (alpha / beta) ... 4.1 / 4.0 eV
Total charge ... -2

XYZ file:
```
54
Properties=species:S:1:pos:R:3:nbo_charge:R:1
Pd 0.9436 -0.0334 -1.0806 0.6173
C -4.2874 -0.6046 -1.7477 -1.0288
Sb -2.1689 -0.8556 -1.1698 1.1070
C -1.7744 1.0309 -2.1583 -0.9958
C -2.5676 0.2925 0.7321 -0.7659
C -3.0527 -0.6604 1.7539 -0.0161
C -4.4060 -1.0108 1.7825 -0.2196
C -4.8904 -2.0044 2.6172 -0.2278
C -4.0161 -2.6869 3.4490 -0.2505
C -2.6763 -2.3303 3.4597 -0.2039
C -2.1752 -1.3148 2.6444 -0.0555
C -0.7377 -0.9365 2.7629 -0.7632
Sb 0.5336 -1.3922 1.0212 1.3387
C 0.1804 -3.5136 0.9048 -1.0156
C 2.2624 -1.5658 2.2928 -1.0078
H -4.8720 -1.4107 -1.2974 0.2032
H -4.3804 -0.6790 -2.8325 0.2166
H -4.6911 0.3545 -1.4196 0.2011
H -2.6743 1.6482 -2.1215 0.1999
H -1.4749 0.8508 -3.1888 0.2495
H -0.9704 1.5662 -1.6645 0.2437
H -3.3182 1.0381 0.4724 0.2215
H -1.6322 0.7884 0.9849 0.2323
H -5.0847 -0.4967 1.1109 0.2057
H -5.9460 -2.2507 2.6145 0.1970
H -4.3706 -3.4851 4.0907 0.1962
H -1.9855 -2.8478 4.1176 0.1947
H -0.2695 -1.4696 3.5892 0.2177
H -0.6024 0.1371 2.9119 0.2412
H 0.4772 -3.9756 1.8459 0.2102
H 0.7803 -3.9012 0.0828 0.2483
H -0.8722 -3.7043 0.7023 0.2349
H 2.0088 -2.1842 3.1567 0.1930
H 2.5687 -0.5726 2.6158 0.2448
H 3.0818 -2.0100 1.7323 0.2439
S 3.4140 -0.2104 -0.5460 -0.3288
C 3.5943 1.4827 -0.8596 -0.1453
C 4.7598 1.9423 -1.4818 -0.1794
C 4.9956 3.2953 -1.6943 -0.1622
C 6.2387 3.7078 -2.2551 0.3138
N 7.2626 4.0210 -2.6804 -0.3769
C 4.0252 4.2418 -1.3109 -0.2098
C 2.8466 3.7925 -0.7183 -0.1608
C 2.6161 2.4424 -0.4765 -0.1963
S 1.1424 1.9829 0.3382 -0.2704
C 4.2297 5.6345 -1.5109 0.3144
N 4.3759 6.7695 -1.6529 -0.3908
H 5.4948 1.2176 -1.8026 0.2305
H 2.0898 4.5070 -0.4237 0.2193
O 0.5363 -1.0815 -5.0260 -1.0891
Se 1.2246 -0.9399 -3.5782 2.7388
O 0.2530 -1.7023 -2.4365 -1.0957
O 1.2654 0.6662 -3.1243 -1.0508
O 2.6955 -1.5796 -3.5277 -1.0683
```

=====

Calculated E_tot in order - -123269.6980, -30220.4640, -30217.7202, -135837.2490 eV
Calculated energy above the lowest of the compared OMol25 structures with the same formula, charge and spin in order - 1.0, 28.9, 92.2, 52.3 kcal per mole